# 1
Below is a molecular structure, C40H38BrN3O3PZn, with properties calculated with wB97M-V/def2-TZVPD.

**HOMO energy**: -10.33 eV

Structure (ORCA input):
```
! wB97M-V def2-TZVPD RIJCOSX def2/J DEFGRID3
* xyz 1 1
Zn -0.8020 -0.0026 -0.9146
O 0.1543 3.6215 3.0804
C -0.4296 4.2617 2.0247
C -0.5528 5.6447 2.1190
C -1.1351 6.3643 1.0930
C -1.6005 5.7091 -0.0373
C -1.4807 4.3354 -0.1318
C -0.8968 3.5948 0.8893
C -0.6139 2.1240 0.6621
O -0.6482 1.7809 -0.6354
N -1.5335 1.2417 1.4556
N -1.4962 -0.0339 1.1156
C -1.7937 -1.0005 1.9103
C -1.8930 -2.3593 1.4776
Br -1.9871 -2.6104 -0.4380
C -2.0049 -3.4545 2.2514
C -1.8127 -3.5053 3.6899
C -2.6221 -4.3431 4.4623
C -2.4343 -4.4372 5.8273
C -1.4091 -3.7317 6.4397
C -0.5968 -2.9016 5.6837
C -0.8010 -2.7766 4.3213
H 0.3494 2.7032 2.8613
H -0.1700 6.1328 3.0011
H -1.2043 7.4384 1.1700
H -2.0396 6.2704 -0.8476
H -1.8068 3.8011 -1.0102
H 0.3918 1.9183 1.1048
H -1.6558 1.4758 2.4401
H -2.0622 -0.8221 2.9527
H -2.2462 -4.3971 1.7771
H -3.4181 -4.8982 3.9895
H -3.0839 -5.0681 6.4157
H -1.2366 -3.8368 7.5003
H 0.1987 -2.3487 6.1582
H -0.1428 -2.1545 3.7329
C -4.5137 -0.5617 -4.1766
C -3.3832 -0.6121 -3.1465
C -3.9096 -0.0262 -1.8373
C -2.1613 0.1790 -3.6291
C -1.7705 -0.0807 -5.0915
O -0.3515 -0.0663 -5.0610
C 0.0443 -0.1643 -3.7913
N -0.9043 -0.1180 -2.9188
C 1.5059 -0.2548 -3.6435
C 2.2098 -0.2732 -4.8587
C 3.5875 -0.2367 -4.9133
C 4.3209 -0.1753 -3.7401
C 3.6535 -0.1969 -2.5316
C 2.2608 -0.2439 -2.4580
P 1.5899 -0.3341 -0.7660
C 2.3831 1.0781 0.0481
C 2.6939 2.2402 -0.6486
C 3.1862 3.3405 0.0312
C 3.3607 3.2940 1.4059
C 3.0112 2.1522 2.1118
C 2.5079 1.0541 1.4396
C 2.4282 -1.7743 -0.0238
C 3.6257 -1.6943 0.6814
C 4.1040 -2.8083 1.3472
C 3.4035 -4.0031 1.3120
C 2.2279 -4.0952 0.5855
C 1.7409 -2.9841 -0.0762
H -5.4123 -0.9919 -3.7408
H -4.2791 -1.1239 -5.0753
H -4.7297 0.4692 -4.4557
H -3.0905 -1.6575 -3.0012
H -4.4963 0.8674 -2.0382
H -3.0978 0.2653 -1.1666
H -4.5444 -0.7471 -1.3289
H -2.3619 1.2461 -3.4635
H -2.1212 0.6760 -5.7932
H -2.0819 -1.0748 -5.4334
H 1.6516 -0.2984 -5.7796
H 4.0850 -0.2518 -5.8699
H 5.3972 -0.1188 -3.7677
H 4.2231 -0.1700 -1.6130
H 2.5447 2.2823 -1.7180
H 3.4286 4.2404 -0.5131
H 3.7549 4.1494 1.9317
H 3.1116 2.1288 3.1871
H 2.2111 0.1685 1.9878
H 4.1769 -0.7651 0.7372
H 5.0227 -2.7371 1.9090
H 3.7767 -4.8577 1.8525
H 1.6786 -5.0211 0.5427
H 0.8190 -3.0468 -0.6364
*
```



# 2
Below is a molecular structure, C40H38Co2N2O6P, with properties calculated with wB97M-V/def2-TZVPD.

**Relative energy (zero: lowest compared OMol25 entry of this formula, charge and spin)**: 147.3 kJ/mol
**HOMO energy**: -10.13 eV

Structure (ORCA input):
```
! wB97M-V def2-TZVPD RIJCOSX def2/J DEFGRID3
* xyz 1 1
O 3.4042 3.4340 4.4488
C 2.8299 3.6284 3.4595
Co 2.1342 4.0387 1.8959
C 1.1369 5.4215 2.2034
O 0.4815 6.3731 2.3231
C 3.4959 4.9214 1.2766
O 4.3640 5.5628 0.8633
C 1.0663 2.6565 0.8858
C 1.3869 1.3129 0.9518
C 2.0467 0.3083 0.2987
C 2.9346 -0.5039 1.1110
C 4.2505 -0.8522 0.7192
C 5.1577 -1.3384 1.6590
C 4.7593 -1.5632 2.9882
C 3.4194 -1.3581 3.3524
C 2.5141 -0.8960 2.4048
Co 0.6320 1.9718 2.4913
C 1.2851 1.2443 3.9791
O 1.5999 0.9610 5.0634
C -0.0137 3.2464 3.5338
O -0.4470 3.9669 4.3344
P -1.2964 0.9601 2.3696
C -1.6664 -0.1391 3.7962
C -1.8371 -1.5259 3.6821
C -2.0065 -2.3165 4.8230
C -2.0540 -1.7260 6.0873
C -1.9206 -0.3375 6.2101
C -1.7383 0.4520 5.0702
C -2.8115 2.0167 2.3745
C -4.0488 1.5047 2.7983
C -5.1918 2.3082 2.7611
C -5.1135 3.6230 2.2911
C -3.8839 4.1438 1.8792
C -2.7323 3.3481 1.9312
C -1.4841 -0.0158 0.8063
C -2.1072 0.5743 -0.3085
C -2.1154 -0.1011 -1.5315
C -1.5934 -1.3937 -1.6273
C -0.9266 -1.9652 -0.5480
C -0.8342 -1.2598 0.6530
H 0.4088 3.0815 0.1109
H 2.0856 0.2699 -0.7823
H 4.5388 -0.6721 -0.3241
H 6.1826 -1.5487 1.3530
H 5.4780 -1.9173 3.7214
H 3.0795 -1.5735 4.3648
H 1.4482 -0.8500 2.6465
H -1.8438 -1.9989 2.7050
H -2.0975 -3.3994 4.7146
H -2.1851 -2.3478 6.9781
H -1.9469 0.1295 7.1976
H -1.6588 1.5382 5.1818
H -4.1154 0.4803 3.1668
H -6.1455 1.9025 3.1027
H -6.0120 4.2439 2.2566
H -3.8153 5.1723 1.5192
H -1.7751 3.7707 1.6180
H -2.5875 1.5475 -0.2099
H -2.5250 0.3884 -2.4176
H -1.6938 -1.9626 -2.5553
H -0.4852 -2.9682 -0.6419
H -0.2722 -1.6934 1.4804
C -2.4958 -1.3292 -8.5044
C -1.3600 -1.9508 -7.7042
C -0.7358 -0.9395 -6.7429
N 0.2352 -1.5493 -5.8501
C 0.5549 -1.0129 -4.6491
C 1.8640 -1.5557 -4.0518
C 2.1008 -3.0735 -4.2510
C 2.2858 -3.6615 -2.8512
C 2.2903 -2.4542 -1.8712
N 1.8753 -1.3343 -2.6449
O -0.1100 -0.1727 -4.0546
H -3.0038 -2.0884 -9.1032
H -3.2342 -0.8655 -7.8402
H -2.1253 -0.5611 -9.1923
H -1.7385 -2.8102 -7.1365
H -0.5815 -2.3164 -8.3885
H -0.2362 -0.1633 -7.3470
H -1.5007 -0.4444 -6.1336
H 0.8661 -2.2235 -6.2676
H 2.6670 -0.9983 -4.5832
H 1.2578 -3.5548 -4.7583
H 2.9770 -3.2202 -4.8862
H 1.4429 -4.3190 -2.6152
H 3.2054 -4.2447 -2.7771
H 1.6143 -2.6424 -1.0144
H 3.3158 -2.2795 -1.4787
H 1.4305 -0.5137 -2.2506
*
```



# 3
Below is a molecular structure, C40H38EuFIN4O7P, with properties calculated with wB97M-V/def2-TZVPD.

**<S²>**: 15.7948
**HOMO energy (spin up / spin down)**: -1.94 / -4.73 eV

Structure (ORCA input):
```
! wB97M-V def2-TZVPD RIJCOSX def2/J DEFGRID3
* xyz -1 8
Eu 0.2801 0.3437 1.7975
C -0.9913 -2.3156 -3.7208
C 0.1203 -2.8663 -2.8711
N 0.7098 -3.9273 -3.3992
C 1.6972 -4.5174 -2.7551
C 2.1521 -4.1179 -1.5107
C 3.2562 -4.9093 -0.8497
O 4.4543 -4.1845 -0.6819
C 1.5431 -2.9984 -0.9114
C 2.0139 -2.6293 0.4164
N 1.2780 -2.1600 1.3511
C 1.7756 -2.1115 2.6634
C 2.7440 -3.0101 3.1324
C 3.1306 -2.9541 4.4536
C 2.5726 -2.0034 5.2973
C 1.6137 -1.1250 4.8200
C 1.1339 -1.1480 3.4942
I 1.5380 2.5377 3.4180
C 0.5228 -2.3453 -1.6266
O -0.0776 -1.2315 -1.0710
H -1.4102 -3.1389 -4.2962
H -0.6027 -1.5858 -4.4322
H -1.7723 -1.8418 -3.1340
H 2.1370 -5.3698 -3.2557
H 3.4375 -5.8123 -1.4462
H 2.9560 -5.2184 0.1552
H 4.7813 -3.9091 -1.5467
H 3.0607 -2.8797 0.5934
H 3.1728 -3.7619 2.4831
H 3.8697 -3.6505 4.8246
H 2.8885 -1.9574 6.3312
H 1.2009 -0.3963 5.5152
C -1.9460 1.3311 4.3418
O -1.6719 1.4386 2.9470
C -2.2889 2.4755 2.2706
C -3.4104 3.1320 2.7548
C -3.9859 4.1734 2.0428
C -3.4494 4.5593 0.8269
C -2.3380 3.9123 0.3315
C -1.7244 2.8722 1.0354
N -0.5570 2.2394 0.5773
N 0.0177 2.9103 -0.3792
C 1.1852 2.5897 -0.9302
C 2.0300 1.4673 -0.5847
O 1.7076 0.5733 0.2570
C 3.2958 1.3486 -1.2535
C 3.6533 2.1632 -2.2689
C 2.8081 3.2226 -2.6959
C 3.1549 4.0207 -3.7956
C 2.3493 5.0569 -4.1933
C 1.1883 5.3419 -3.4730
C 0.8279 4.5686 -2.3969
C 1.6052 3.4721 -1.9975
H -2.9540 0.9463 4.5231
H -1.8188 2.2976 4.8383
H -1.2155 0.6251 4.7401
H -3.8464 2.8442 3.6977
H -4.8434 4.6871 2.4496
H -3.8889 5.3732 0.2715
H -1.9033 4.2063 -0.6099
H 3.9371 0.5500 -0.9110
H 4.5986 2.0256 -2.7763
H 4.0691 3.7915 -4.3241
H 2.6185 5.6550 -5.0509
H 0.5681 6.1730 -3.7771
H -0.0675 4.7916 -1.8420
C -2.8984 -2.9821 -0.5675
O -2.7228 -2.7344 0.8114
P -1.9176 -1.3991 1.3590
O -3.0221 -0.2208 1.1250
C -4.3842 -0.3472 1.5266
O -2.2340 -1.6845 2.9219
C -1.6777 -2.8130 3.5841
H -3.7876 -3.6064 -0.6636
H -2.0383 -3.5130 -0.9816
H -3.0550 -2.0553 -1.1230
H -4.8685 0.5893 1.2521
H -4.4592 -0.5063 2.6016
H -4.8651 -1.1813 1.0126
H -2.1522 -2.8571 4.5627
H -0.5973 -2.6911 3.7050
H -1.8918 -3.7252 3.0298
F -1.0247 2.9935 -4.4236
C -0.7722 1.9669 -3.5911
C 0.3782 1.2210 -3.7720
C 0.6253 0.1560 -2.9268
C -0.2845 -0.1639 -1.9228
C -1.4351 0.5978 -1.7530
C -1.6824 1.6681 -2.5931
H 1.0688 1.4849 -4.5561
H 1.5196 -0.4402 -3.0473
H -2.1384 0.3424 -0.9744
H -2.5739 2.2610 -2.4789
*
```



# 4
Below is a molecular structure, C40H38Ge2N4O6RuS, with properties calculated with wB97M-V/def2-TZVPD.

**Relative energy (zero: lowest compared OMol25 entry of this formula, charge and spin)**: 25.5 kJ/mol
**<S²>**: 6.0247
**HOMO energy (spin up / spin down)**: -7.96 / -7.95 eV

Structure (ORCA input):
```
! wB97M-V def2-TZVPD RIJCOSX def2/J DEFGRID3
* xyz 0 5
Ru -0.1652 0.2333 -0.1106
O 0.4618 -2.3410 6.3060
C 1.2996 -1.5972 5.7675
O 2.3808 -1.1296 6.1630
C 1.0139 -1.3215 4.2765
C -0.2184 -1.6342 3.7193
C -0.4469 -1.3700 2.3877
N 0.5028 -0.8084 1.6202
C 1.6644 -0.4157 2.1662
C 1.9629 -0.6918 3.4771
C 2.5448 0.3880 1.2564
C 3.8724 0.6356 1.5391
C 4.6345 1.3147 0.6010
C 4.0506 1.7350 -0.5808
C 2.7084 1.4789 -0.7770
N 1.9770 0.8293 0.1290
C -1.7322 -1.6702 1.6775
C -2.6737 -2.5380 2.1900
C -3.8143 -2.7979 1.4437
C -3.9745 -2.1957 0.2088
C -2.9858 -1.3407 -0.2392
N -1.8985 -1.0824 0.4863
H -0.9615 -2.0709 4.3740
H 2.8920 -0.4039 3.9522
H 4.3050 0.2825 2.4640
H 5.6832 1.5042 0.7905
H 4.6197 2.2462 -1.3443
H 2.1874 1.7983 -1.6721
H -2.5098 -3.0117 3.1473
H -4.5669 -3.4761 1.8243
H -4.8452 -2.3785 -0.4047
H -3.0489 -0.8419 -1.2002
C -2.5938 8.0540 3.0564
C -2.2344 6.6176 2.7865
C -1.0530 6.2882 2.1233
C -0.7350 4.9712 1.8460
C -1.6146 3.9662 2.2334
C -2.7939 4.2667 2.8975
C -3.0916 5.5924 3.1736
S -1.1928 2.2904 1.9304
O 0.0765 2.0118 2.5610
O -2.3309 1.4856 2.3160
N -0.9089 2.2001 0.3312
C -2.0722 2.5461 -0.5017
C -1.9810 1.8358 -1.8313
O -2.7093 2.1042 -2.7541
O -1.0502 0.8870 -1.8953
H -1.7269 8.7066 2.9616
H -3.0062 8.1752 4.0582
H -3.3490 8.3980 2.3467
H -0.3717 7.0775 1.8279
H 0.1874 4.7156 1.3399
H -3.4575 3.4664 3.1945
H -4.0055 5.8341 3.7038
H -2.1226 3.6179 -0.7004
H -3.0170 2.2492 -0.0351
C -2.2119 -1.0526 -4.1691
Ge -0.2742 -0.9744 -4.0359
C 0.4361 -2.3731 -5.2154
C 0.4102 0.7184 -4.7120
Ge 0.5302 -1.5009 -1.7894
C 2.4878 -1.6574 -1.8122
C 3.2138 -2.1191 -0.7115
C 4.5985 -2.2074 -0.7541
C 5.2842 -1.8327 -1.9026
C 4.5800 -1.3704 -3.0039
C 3.1934 -1.2777 -2.9549
C -0.1525 -3.2436 -1.1873
C 0.1246 -3.7905 0.0689
C -0.3216 -5.0591 0.4124
C -1.0586 -5.8070 -0.4962
C -1.3518 -5.2772 -1.7431
C -0.9057 -4.0046 -2.0830
H -2.4776 -1.1997 -5.2179
H -2.6451 -0.1154 -3.8202
H -2.6207 -1.8852 -3.5944
H 0.1837 -2.1066 -6.2448
H -0.0052 -3.3467 -4.9991
H 1.5191 -2.4721 -5.1406
H -0.0563 0.9130 -5.6800
H 1.4910 0.6862 -4.8545
H 0.1523 1.5313 -4.0368
H 2.7005 -2.4285 0.1920
H 5.1423 -2.5728 0.1085
H 6.3639 -1.9072 -1.9388
H 5.1081 -1.0826 -3.9046
H 2.6638 -0.9095 -3.8242
H 0.7016 -3.2332 0.7959
H -0.0896 -5.4645 1.3896
H -1.3996 -6.8001 -0.2327
H -1.9276 -5.8538 -2.4563
H -1.1523 -3.6097 -3.0605
*
```



# 5
Below is a molecular structure, C40H38IrN5O2PS3, with properties calculated with wB97M-V/def2-TZVPD.

**<S²>**: 0.7679
**HOMO energy (spin up / spin down)**: -11.95 / -12.26 eV

Structure (ORCA input):
```
! wB97M-V def2-TZVPD RIJCOSX def2/J DEFGRID3
* xyz 2 2
Ir -0.2558 0.0856 0.6724
C 0.2506 -2.7843 2.9143
O -0.4550 -1.5684 2.6763
C -0.1777 -0.5862 3.6315
C -0.7980 -0.5647 4.8653
C -0.5049 0.4519 5.7659
C 0.4291 1.4286 5.4366
C 1.0931 1.3924 4.2285
C 0.7910 0.3846 3.2982
N 1.4344 0.2662 2.0897
N 2.6625 0.6478 2.0462
C 3.5425 0.7491 1.0808
C 3.2692 0.6923 -0.3226
O 1.9507 0.7285 -0.7245
C 4.3189 0.5766 -1.2268
C 5.6313 0.6845 -0.8253
C 5.9542 0.9470 0.5260
C 7.2727 1.2125 0.9409
C 7.5530 1.4882 2.2648
C 6.5377 1.4325 3.2169
C 5.2402 1.1530 2.8390
C 4.9146 0.9486 1.4894
H -0.1087 -3.4978 2.1743
H 0.0382 -3.1516 3.9202
H 1.3299 -2.6432 2.8062
H -1.5046 -1.3389 5.1240
H -0.9961 0.4797 6.7264
H 0.6512 2.2192 6.1358
H 1.8367 2.1277 3.9594
H 4.0925 0.4332 -2.2735
H 6.4143 0.6044 -1.5617
H 8.0654 1.2175 0.2077
H 8.5607 1.7378 2.5608
H 6.7675 1.6137 4.2554
H 4.4553 1.0968 3.5783
C -4.6530 0.6320 -3.3671
C -3.6634 1.5993 -3.2990
C -2.4144 1.2783 -2.8022
C -2.1321 -0.0237 -2.3945
C -3.1390 -0.9843 -2.4367
C -4.3871 -0.6564 -2.9363
P -0.5108 -0.3768 -1.6607
C -0.1343 -2.1237 -2.0030
C -0.5978 -2.8018 -3.1257
C -0.3075 -4.1465 -3.2762
C 0.4696 -4.8072 -2.3366
C 0.9490 -4.1273 -1.2256
C 0.6336 -2.7930 -1.0515
C 0.6169 0.6486 -2.6703
C 0.4172 0.9907 -4.0064
C 1.2156 1.9470 -4.6094
C 2.1671 2.6275 -3.8619
C 2.4128 2.2658 -2.5503
C 1.6841 1.2288 -1.9751
H -5.6230 0.8822 -3.7664
H -3.8570 2.6015 -3.6455
H -1.6371 2.0267 -2.7533
H -2.9349 -1.9901 -2.1004
H -5.1517 -1.4137 -3.0060
H -1.1884 -2.2853 -3.8695
H -0.6889 -4.6756 -4.1354
H 0.7071 -5.8505 -2.4712
H 1.5656 -4.6305 -0.4970
H 0.9705 -2.2446 -0.1727
H -0.3644 0.5065 -4.5717
H 1.0730 2.1808 -5.6528
H 2.7274 3.4349 -4.3057
H 3.1721 2.7653 -1.9671
S -2.8323 -0.1372 1.1364
C -3.3891 -1.6717 0.7961
N -4.6844 -1.9022 0.5963
C -5.1023 -3.2379 0.2339
C -3.9524 -4.1651 0.6184
S -2.4434 -3.1206 0.6848
H -5.3362 -1.1312 0.5586
H -5.3193 -3.2798 -0.8413
H -6.0161 -3.5082 0.7686
H -3.7988 -4.9665 -0.0982
H -4.0777 -4.5962 1.6114
C -3.6808 4.1903 -0.5972
N -2.3464 3.6993 -0.3411
C -1.9191 3.1390 0.7823
N -2.7147 3.0093 1.8393
S -0.2861 2.6442 0.8376
H -3.7081 4.6165 -1.5957
H -3.9646 4.9681 0.1141
H -4.3970 3.3681 -0.5498
H -1.6441 3.8352 -1.0519
H -3.6861 3.2765 1.8074
H -2.3548 2.6203 2.6963
*
```